(1)
88
Properties=species:S:1:pos:R:3:lowdin_spin:R:1 method="wB97M-V/def2-TZVPD" gap_ha="0.15553 / 0.15372" e_lumo_ev="2.06 / 2.01" molar_mass_g_mol=556.2 multiplicity=3 total_charge=-1
N -6.30 -0.13 -0.94 0.00
C -5.16 -0.53 -1.77 0.00
C -5.64 -1.53 -2.81 0.00
O -4.49 -1.90 -3.59 0.00
C -6.38 -2.75 -2.18 0.00
N -6.09 -3.12 -0.83 0.00
C -5.21 -4.22 -0.72 0.00
C -3.70 -3.99 -1.03 0.00
C -2.80 -4.90 -0.19 0.00
C -1.49 -5.35 -0.82 0.00
S -0.08 -4.22 -0.82 0.00
O 0.39 -4.04 -2.16 0.00
O 0.83 -4.61 0.22 0.00
Cl -0.84 -2.43 -0.24 0.00
H -6.52 -0.96 -0.38 0.00
H -6.00 0.60 -0.29 0.00
H -4.37 -1.01 -1.18 0.00
H -4.74 0.34 -2.26 0.00
H -6.35 -1.01 -3.47 0.00
H -4.62 -2.82 -3.85 0.00
H -7.45 -2.49 -2.28 0.00
H -6.22 -3.60 -2.89 0.00
H -5.26 -4.60 0.31 0.00
H -5.52 -5.09 -1.37 0.00
H -3.49 -4.15 -2.10 0.00
H -3.49 -2.95 -0.82 0.00
H -3.35 -5.83 0.03 0.00
H -2.61 -4.44 0.78 0.00
H -1.06 -6.21 -0.30 0.00
H -1.62 -5.58 -1.87 0.00
C -1.86 1.16 4.28 0.00
C -1.75 1.03 2.75 0.02
C -0.48 0.29 2.32 0.02
C 0.80 1.09 2.49 0.00
C 0.69 2.42 1.76 0.02
C -0.51 3.25 2.22 0.03
N -1.74 2.39 2.09 0.39
O -2.25 2.40 0.92 0.51
C -0.29 3.77 3.64 0.00
C -0.70 4.46 1.30 0.00
C -2.98 0.27 2.24 0.00
H -2.70 0.57 4.64 0.00
H -0.96 0.79 4.79 0.00
H -2.03 2.18 4.60 0.00
H -0.58 0.02 1.26 0.00
H -0.43 -0.65 2.88 0.00
H 1.04 1.24 3.55 0.00
H 1.63 0.52 2.07 0.00
H 1.60 3.00 1.90 0.00
H 0.59 2.22 0.69 0.00
H -1.20 4.26 4.02 0.00
H 0.51 4.51 3.61 0.00
H 0.00 3.00 4.34 0.00
H -0.77 4.17 0.26 0.00
H 0.16 5.12 1.43 0.00
H -1.61 5.00 1.57 0.00
H -3.89 0.82 2.46 0.00
H -3.01 -0.69 2.76 0.00
H -2.93 0.09 1.17 0.00
C 6.50 2.72 -1.53 0.00
C 5.97 1.75 -0.45 0.02
C 6.50 0.32 -0.66 0.02
C 5.87 -0.40 -1.85 0.00
C 4.35 -0.40 -1.73 0.02
C 3.76 1.01 -1.58 0.03
N 4.47 1.70 -0.44 0.39
O 3.98 1.45 0.71 0.51
C 3.89 1.78 -2.90 0.00
C 2.29 0.94 -1.22 0.00
C 6.44 2.26 0.91 0.00
H 7.17 3.45 -1.07 0.00
H 7.05 2.21 -2.31 0.00
H 5.70 3.29 -1.99 0.00
H 6.30 -0.25 0.25 0.00
H 7.59 0.38 -0.77 0.00
H 6.18 0.06 -2.79 0.00
H 6.23 -1.43 -1.87 0.00
H 3.89 -0.87 -2.60 0.00
H 4.05 -0.99 -0.85 0.00
H 3.59 2.82 -2.77 0.00
H 3.21 1.32 -3.62 0.00
H 4.88 1.76 -3.33 0.00
H 2.12 0.32 -0.35 0.00
H 1.73 0.50 -2.06 0.00
H 1.89 1.93 -1.03 0.00
H 6.01 3.24 1.13 0.00
H 7.53 2.35 0.88 0.00
H 6.16 1.58 1.71 0.00



(2)
50
Properties=species:S:1:pos:R:3:lowdin_charge:R:1 method="wB97M-V/def2-TZVPD" e_above_lowest_kcal_mol=3.98 gap_ha="0.14393 / 0.14387" e_lumo_ev="-9.64 / -9.64" molar_mass_g_mol=400.0 total_charge=+2
P -0.20 -1.39 -1.82 0.85
P 0.29 1.76 -1.73 0.86
C -0.38 -0.43 -3.41 -0.40
C 0.37 0.91 -3.39 -0.39
H -1.46 -0.30 -3.57 0.08
H -0.01 -1.07 -4.22 0.09
H 1.44 0.79 -3.64 0.09
H -0.06 1.60 -4.12 0.09
C -1.41 2.45 -1.88 -0.26
H -1.57 3.17 -1.06 0.05
H -2.17 1.66 -1.82 0.04
H -1.48 2.98 -2.84 0.06
C 1.22 3.32 -1.99 -0.27
H 0.80 3.87 -2.84 0.06
H 2.28 3.08 -2.17 0.05
H 1.12 3.92 -1.07 0.04
C -1.09 -2.96 -2.12 -0.28
H -0.91 -3.62 -1.27 0.04
H -0.73 -3.43 -3.05 0.06
H -2.17 -2.75 -2.21 0.05
C 1.51 -2.02 -2.05 -0.26
H 2.25 -1.21 -1.96 0.04
H 1.60 -2.49 -3.04 0.06
H 1.72 -2.77 -1.28 0.05
Zr 0.17 0.12 3.71 1.51
C 0.42 1.76 2.03 -0.22
C -0.93 1.42 1.96 -0.19
C -1.46 0.50 0.89 -0.22
C -1.72 -0.96 1.34 -0.15
C -0.65 -1.56 2.22 -0.15
C 0.72 -1.35 2.10 -0.23
C 1.33 -0.49 1.01 -0.21
C 1.50 1.04 1.23 -0.22
C -0.33 -1.44 5.26 -0.23
H 0.72 2.74 2.44 0.15
H -1.66 2.11 2.38 0.13
H -0.76 0.47 0.03 -0.02
H -2.38 0.91 0.45 0.14
H -2.69 -0.97 1.87 0.14
H -1.86 -1.57 0.43 0.12
H -1.02 -2.34 2.89 0.12
H 1.43 -1.97 2.66 0.14
H 0.73 -0.62 0.08 -0.01
H 2.32 -0.91 0.73 0.15
H 2.51 1.23 1.65 0.11
H 1.53 1.49 0.20 0.06
H 0.49 -1.51 6.00 0.02
H -0.52 -2.46 4.90 0.02
H -1.23 -1.11 5.80 0.03
Cl 2.40 0.38 4.31 0.24



(3)
95
Properties=species:S:1:pos:R:3:lowdin_spin:R:1 method="wB97M-V/def2-TZVPD" e_above_lowest_kcal_mol=40.99 gap_ha="0.17958 / 0.24102" e_lumo_ev="1.50 / 1.58" molar_mass_g_mol=903.6 multiplicity=3 total_charge=-1
Ti -0.29 -0.32 -0.17 0.74
C 5.41 4.04 1.03 0.00
C 5.57 2.77 0.18 0.00
C 6.93 2.16 0.48 0.00
C 7.12 0.85 -0.28 0.00
C 6.01 -0.08 0.08 0.00
C 6.24 -1.45 0.17 0.01
C 5.19 -2.30 0.46 0.00
F 5.44 -3.61 0.62 0.00
C 3.90 -1.84 0.59 0.01
C 3.65 -0.46 0.51 0.01
C 2.31 0.03 0.54 0.07
O 1.31 -0.79 0.41 -0.02
C 2.15 1.44 0.68 0.02
C 3.25 2.26 0.63 0.03
N 4.50 1.81 0.44 0.04
C 4.73 0.44 0.35 0.01
C 0.81 2.07 0.88 0.01
O 0.69 3.16 1.41 0.01
O -0.20 1.35 0.51 0.01
H 6.37 4.55 1.07 0.00
H 5.11 3.78 2.04 0.00
H 4.68 4.73 0.61 0.00
H 5.50 3.04 -0.89 0.00
H 7.00 1.96 1.55 0.00
H 7.71 2.87 0.21 0.00
H 8.08 0.40 -0.05 0.00
H 7.09 1.03 -1.36 0.00
H 7.22 -1.84 -0.03 0.00
H 3.08 -2.52 0.75 0.00
H 3.10 3.32 0.71 0.00
N -0.85 2.03 4.82 0.00
C -1.07 1.29 3.58 0.00
C 0.16 0.43 3.31 0.00
O 1.27 0.88 3.89 0.00
O 0.15 -0.57 2.63 0.01
H -1.10 1.45 5.63 0.00
H -1.42 2.86 4.85 0.00
H 1.02 1.68 4.40 0.00
H -1.14 2.00 2.75 0.00
H -1.96 0.65 3.55 0.00
C -3.47 -2.62 -1.75 0.00
Si -3.23 -2.74 0.15 0.00
C -2.08 -4.18 0.67 0.00
C -4.95 -2.94 0.98 0.00
Se -2.40 -0.73 0.98 0.03
H -4.01 -3.48 -2.15 0.00
H -2.50 -2.57 -2.24 0.00
H -4.03 -1.72 -2.01 0.00
H -2.53 -5.14 0.45 0.00
H -1.87 -4.13 1.73 0.00
H -1.14 -4.12 0.12 0.00
H -5.56 -3.68 0.47 0.00
H -5.48 -1.99 0.97 0.00
H -4.84 -3.25 2.02 0.00
O 0.38 -3.78 -1.68 -0.01
C 0.48 -2.57 -1.70 0.00
O -0.44 -1.75 -1.26 0.01
C 1.71 -1.84 -2.20 0.00
C 1.53 -0.49 -2.46 0.12
C 2.64 0.37 -2.54 0.04
C 3.92 -0.18 -2.64 0.06
C 4.07 -1.56 -2.58 0.00
C 2.98 -2.40 -2.27 0.13
N 5.37 -2.10 -2.72 0.00
O 5.51 -3.32 -2.70 -0.01
O 6.31 -1.32 -2.88 0.00
N 2.41 1.71 -2.35 0.23
O 3.36 2.53 -2.29 0.22
O 1.21 2.07 -2.12 0.16
H 0.54 -0.07 -2.61 0.01
H 4.78 0.47 -2.76 0.00
H 3.15 -3.44 -2.07 0.01
C -3.51 3.96 -1.64 0.00
N -2.20 4.20 -2.21 0.00
C -2.24 3.98 -3.64 0.00
N -2.76 2.67 -4.02 0.00
C -4.05 2.47 -3.39 0.00
N -4.03 2.64 -1.95 0.00
C -3.25 1.61 -1.29 0.00
P -1.44 1.53 -1.82 0.01
C -1.19 3.38 -1.57 0.00
C -1.82 1.62 -3.66 0.00
H -4.20 4.71 -2.05 0.00
H -3.45 4.08 -0.56 0.00
H -1.23 4.08 -4.04 0.00
H -2.89 4.74 -4.08 0.00
H -4.40 1.46 -3.62 0.00
H -4.75 3.19 -3.81 0.00
H -3.72 0.64 -1.48 0.00
H -3.28 1.78 -0.21 0.00
H -0.21 3.64 -1.97 0.00
H -1.19 3.56 -0.49 0.00
H -2.24 0.65 -3.98 0.00
H -0.89 1.79 -4.21 0.00



(4)
55
Properties=species:S:1:pos:R:3:lowdin_charge:R:1 method="wB97M-V/def2-TZVPD" e_above_lowest_kcal_mol=15.57 gap_ha=0.33025 e_lumo_ev=0.57 molar_mass_g_mol=405.5
C 1.39 -4.24 1.34 -0.10
H 1.25 -4.84 2.24 0.09
O 0.39 -3.25 1.23 -0.21
C 0.33 -2.36 2.33 -0.18
C 1.32 -1.19 2.22 -0.12
N 0.87 -0.13 1.34 -0.04
C 1.00 -0.13 0.00 -0.50
O 0.43 0.69 -0.71 0.04
C 1.88 -1.18 -0.65 -0.31
H 1.84 -1.03 -1.73 0.10
H 1.53 -2.18 -0.40 0.07
S 3.64 -1.11 -0.14 1.04
C 4.06 0.47 -0.69 -0.66
N 5.14 1.09 -0.36 0.14
C 5.06 2.29 -1.04 -0.22
C 5.92 3.38 -1.10 -0.01
C 5.54 4.44 -1.88 -0.09
C 4.34 4.44 -2.60 -0.09
C 3.47 3.37 -2.55 0.00
C 3.86 2.30 -1.77 -0.19
O 3.23 1.12 -1.53 0.07
H 2.54 3.35 -3.10 0.12
H 4.08 5.30 -3.20 0.10
H 6.18 5.31 -1.95 0.10
H 6.85 3.37 -0.55 0.11
C 0.02 0.89 1.93 -0.04
H 0.34 1.08 2.95 0.13
H 0.11 1.80 1.33 0.13
C -1.45 0.43 1.95 -0.48
O -2.01 0.09 2.98 0.05
N -2.02 0.44 0.74 0.12
H -1.45 0.71 -0.06 0.12
C -3.34 -0.09 0.46 -0.31
C -3.23 -1.35 -0.40 -0.14
C -4.62 -1.91 -0.70 -0.20
C -5.48 -0.86 -1.40 -0.21
C -5.58 0.40 -0.54 -0.20
C -4.20 0.96 -0.24 -0.15
H -4.28 1.85 0.39 0.12
H -3.71 1.25 -1.17 0.12
H -6.18 1.15 -1.06 0.11
H -6.08 0.15 0.40 0.12
H -6.47 -1.26 -1.59 0.11
H -5.03 -0.61 -2.36 0.11
H -4.53 -2.80 -1.33 0.11
H -5.10 -2.21 0.24 0.12
H -2.62 -2.10 0.12 0.11
H -2.72 -1.09 -1.34 0.12
H -3.78 -0.34 1.43 0.15
H 1.44 -0.75 3.22 0.13
H 2.30 -1.55 1.90 0.06
H 0.52 -2.90 3.26 0.13
H -0.69 -1.98 2.36 0.12
H 1.28 -4.88 0.46 0.09
H 2.40 -3.81 1.35 0.08